No. 1
{
  "formula": "C21H25BN5OS2Sr",
  "method": "the ωB97M-V functional and the def2-TZVPD basis",
  "symbols": ["Sr", "C", "N", "C", "C", "N", "B", "N", "C", "C", "N", "C", "C", "S", "C", "S", "H", "H", "H", "H", "H", "H", "H", "H", "H", "H", "H", "H", "C", "C", "C", "C", "O", "H", "H", "H", "H", "H", "H", "H", "H", "H", "N", "C", "C", "C", "C", "C", "C", "C", "C", "C", "H", "H", "H", "H"],
  "coordinates": [[-0.56, -0.30, 1.24], [-0.42, -5.28, 0.55], [-1.40, -4.39, 1.12], [-2.16, -4.62, 2.26], [-2.91, -3.52, 2.45], [-2.62, -2.61, 1.45], [-3.41, -1.30, 1.24], [-3.24, -0.27, 2.42], [-4.07, 0.84, 2.37], [-3.79, 1.63, 3.42], [-2.79, 1.00, 4.14], [-2.04, 1.59, 5.22], [-2.45, -0.16, 3.52], [-1.20, -1.18, 4.06], [-1.70, -3.17, 0.62], [-1.00, -2.53, -0.79], [-0.33, -6.15, 1.19], [0.53, -4.77, 0.46], [-0.73, -5.60, -0.45], [-2.07, -5.53, 2.83], [-3.60, -3.28, 3.24], [-4.59, -1.56, 1.15], [-3.02, -0.77, 0.22], [-4.78, 0.96, 1.57], [-4.19, 2.58, 3.72], [-2.65, 2.37, 5.68], [-1.12, 2.02, 4.83], [-1.79, 0.83, 5.95], [0.45, 3.84, 1.83], [-0.78, 3.24, 1.13], [-0.64, 3.45, -0.39], [-2.03, 3.99, 1.61], [-0.87, 1.90, 1.41], [0.57, 4.91, 1.62], [1.35, 3.31, 1.50], [0.36, 3.70, 2.91], [-0.57, 4.51, -0.66], [-1.51, 3.02, -0.90], [0.25, 2.94, -0.75], [-1.97, 5.06, 1.39], [-2.13, 3.87, 2.69], [-2.92, 3.58, 1.14], [10.00, -1.39, 0.55], [8.86, -1.28, 0.64], [7.43, -1.14, 0.75], [6.67, -0.85, -0.38], [5.30, -0.72, -0.28], [4.64, -0.87, 0.96], [5.43, -1.16, 2.08], [6.80, -1.30, 1.98], [3.23, -0.74, 1.06], [2.01, -0.63, 1.16], [7.15, -0.73, -1.34], [4.70, -0.49, -1.15], [4.94, -1.28, 3.04], [7.39, -1.52, 2.86]],
  "mulliken_charge": [2.31, -0.92, 0.14, -0.32, -0.68, 0.28, -0.20, 0.46, -0.95, -0.48, 0.21, -0.99, -0.27, -0.25, -0.22, -0.34, 0.31, 0.32, 0.33, 0.42, 0.50, -0.19, 0.11, 0.52, 0.52, 0.34, 0.27, 0.38, -1.63, 1.33, -1.70, -1.41, -1.29, 0.39, 0.36, 0.30, 0.39, 0.33, 0.36, 0.47, 0.23, 0.30, -0.57, 0.08, 0.56, -0.43, -0.56, 0.27, -0.55, -0.43, -3.90, 2.77, 0.41, 0.44, 0.44, 0.41],
  "lumo_energy_ev": 2.590,
  "relative_energy_kj_mol": 43.01,
  "gap_ev": 7.77,
  "total_charge": -1
}

No. 2
{
  "formula": "C10H38N16O10",
  "method": "the ωB97M-V functional and the def2-TZVPD basis",
  "symbols": ["C", "O", "N", "N", "H", "H", "H", "H", "C", "O", "N", "N", "H", "H", "H", "H", "C", "O", "N", "N", "H", "H", "H", "H", "C", "O", "N", "N", "H", "H", "H", "H", "C", "O", "N", "N", "H", "H", "H", "H", "C", "O", "N", "N", "H", "H", "H", "H", "C", "O", "N", "N", "H", "H", "H", "H", "C", "O", "N", "N", "H", "H", "H", "H", "C", "C", "O", "O", "H", "H", "H", "H", "H", "H"],
  "coordinates": [[-2.91, -1.77, 1.71], [-2.24, -1.09, 2.45], [-2.80, -3.09, 1.58], [-3.84, -1.26, 0.97], [-2.19, -3.51, 2.27], [-3.61, -3.47, 1.12], [-4.63, -1.87, 0.89], [-3.91, -0.25, 0.97], [3.69, 2.30, -2.72], [4.57, 2.97, -3.28], [2.39, 2.45, -2.87], [3.91, 1.31, -1.88], [1.89, 1.63, -2.56], [1.97, 3.04, -3.57], [3.07, 1.02, -1.40], [4.84, 1.03, -1.60], [-1.22, -1.09, -4.13], [-1.80, -1.83, -3.31], [-0.13, -0.44, -3.96], [-1.75, -0.79, -5.35], [0.39, -0.54, -3.09], [0.14, 0.24, -4.66], [-2.61, -1.29, -5.55], [-1.42, 0.05, -5.79], [2.59, -2.37, 2.29], [2.04, -3.40, 2.50], [3.36, -2.10, 1.26], [2.24, -1.30, 2.90], [3.76, -2.89, 0.76], [3.72, -1.18, 1.10], [1.74, -1.27, 3.78], [2.59, -0.41, 2.57], [-3.48, -4.58, -1.54], [-3.96, -5.19, -0.59], [-2.62, -3.63, -1.44], [-3.69, -4.77, -2.83], [-2.28, -3.28, -2.32], [-2.29, -3.25, -0.57], [-4.26, -5.60, -2.97], [-3.43, -4.13, -3.56], [0.05, 0.60, 5.05], [0.27, -0.55, 5.38], [0.70, 1.66, 5.34], [-0.85, 0.91, 4.19], [1.67, 1.60, 5.61], [0.11, 2.48, 5.34], [-1.47, 0.22, 3.78], [-0.87, 1.86, 3.84], [3.50, 2.25, 2.42], [2.93, 1.45, 1.69], [4.75, 2.57, 2.28], [2.95, 2.83, 3.35], [5.19, 2.26, 1.43], [5.14, 3.42, 2.67], [1.95, 2.69, 3.36], [3.44, 3.35, 4.07], [0.37, -0.05, -0.39], [1.11, 0.29, -1.32], [-0.49, -1.02, -0.45], [0.42, 0.53, 0.79], [-0.68, -1.61, -1.24], [-0.90, -1.23, 0.45], [1.16, 1.18, 1.01], [-0.16, 0.17, 1.54], [-1.23, 2.88, -1.21], [-1.74, 2.42, -2.61], [-3.12, 2.39, -2.54], [-1.68, 4.19, -0.83], [-0.16, 2.80, -1.07], [-1.70, 2.41, -0.34], [-1.15, 1.50, -2.61], [-1.27, 3.20, -3.21], [-3.51, 1.59, -2.20], [-2.55, 4.36, -1.20]],
  "mulliken_charge": [0.20, -0.69, -0.37, -0.28, 0.19, 0.16, 0.22, 0.24, 0.37, -0.71, -0.25, -0.27, 0.47, 0.19, 0.26, 0.17, 0.73, -0.72, -0.15, -0.50, -0.14, 0.17, 0.23, 0.18, 0.58, -0.75, -0.26, 0.02, 0.20, 0.21, 0.06, 0.01, 0.69, -0.74, -0.10, -0.36, 0.19, 0.16, 0.22, 0.17, -0.39, -0.51, -0.54, -0.16, 0.30, 0.68, 0.22, 0.25, -6.87, 3.47, 0.11, 0.53, 0.22, 0.34, 0.11, 0.78, 1.10, -0.86, 0.17, 0.46, 0.06, -0.24, -0.17, 0.03, -0.20, 0.01, -0.52, -0.44, 0.11, 0.10, -0.13, 0.35, 0.32, 0.29],
  "spin_multiplicity": 2,
  "lumo_energy_ev": [1.712, 1.668],
  "relative_energy_kj_mol": 0.00,
  "gap_ev": [1.63, 8.35],
  "total_charge": -1,
  "s_squared": 0.750
}